Entry from the OMol25 dataset: a molecular structure, C4H5BrO2SSn in a non-equilibrium geometry (ωB97M-V/def2-TZVPD).

```
14
Properties=species:S:1:pos:R:3:forces:R:3
O -1.81076 -1.20141 -0.80580 -0.15 0.23 0.63
C -1.15090 -0.35416 -0.14019 0.14 3.66 0.63
C -0.76278 1.03949 -0.61055 0.56 -2.02 -2.05
C 0.73596 1.03681 -0.09724 -2.06 0.43 0.17
Br 0.92490 2.62700 1.01475 0.51 -0.19 -0.54
C 0.78420 -0.20701 0.85862 2.18 1.30 -0.26
S 1.70699 -1.61368 0.17743 -0.19 0.11 -0.08
O -0.64695 -0.53425 1.02056 -0.24 -2.69 0.12
H -0.82319 0.96176 -1.70996 0.22 0.58 0.24
H -1.40349 1.87432 -0.30912 0.02 -0.45 0.45
H 1.32552 0.97401 -1.01298 0.67 0.25 0.70
H 1.23259 0.14889 1.78697 -0.58 -0.57 0.20
H 2.61083 -1.90021 1.15263 -0.59 0.31 0.01
Sn -2.72293 -2.85156 -1.32513 -0.49 -0.97 -0.24
```
Forces are in eV/Å.

Output
**Charge**: +2
**Gap between HOMO and LUMO**: 5.46 eV
**E**: -95012.980 eV
**E_HOMO**: -0.611 Eh